1.
A 12-piece molecular cluster, H24O12 overall. Source: the OMol25 dataset; level of theory: ωB97M-V with the def2-TZVPD basis set.

XYZ file:
```
36
Properties=species:S:1:pos:R:3:forces:R:3
O 2.3809 -1.7459 -1.6181 0.0 0.0 0.5
H 3.1912 -2.1025 -1.9955 -0.1 0.1 0.0
H 2.4340 -1.9433 -0.6533 0.2 0.2 -0.8
O -0.4521 -0.2791 -2.5205 0.0 0.0 -0.2
H 0.0945 0.4615 -2.8104 0.0 -0.1 0.0
H -1.2148 -0.2668 -3.1139 -0.1 0.1 0.2
O 0.1510 0.5881 0.0929 0.0 0.0 -0.3
H -0.2340 0.2263 -0.7333 0.2 0.0 0.3
H 0.9331 0.0477 0.2605 0.0 0.2 0.0
O -0.6577 3.0502 -0.8062 0.3 -0.4 0.6
H -0.0471 3.7522 -0.5621 -0.1 0.1 -0.1
H -0.3689 2.2804 -0.2549 -0.1 0.5 -0.5
O -0.4986 -2.3523 -0.4944 0.2 -0.1 -0.2
H -0.3294 -1.9074 -1.3415 0.1 -0.2 0.0
H 0.3779 -2.5417 -0.1339 -0.2 0.1 0.0
O -4.4222 0.3907 -1.7722 0.0 0.0 -0.2
H -4.1111 1.0819 -2.3770 0.2 -0.2 0.4
H -3.6485 0.1239 -1.2602 -0.1 0.1 0.0
O -0.0495 -0.8588 3.1973 0.1 0.4 0.0
H 0.5162 -1.3544 2.5952 0.0 0.0 0.0
H -0.9015 -0.8104 2.7419 -0.2 -0.2 -0.1
O 1.1729 2.0295 2.9492 -0.3 -0.2 -0.1
H 0.5824 2.7826 3.0533 0.1 0.0 0.0
H 0.5965 1.2487 3.0100 -0.1 0.0 0.2
O -2.4080 2.2618 -2.7901 0.5 0.3 0.0
H -2.3999 2.8900 -3.5202 -0.1 -0.1 0.1
H -1.7605 2.6270 -2.1395 -0.5 -0.2 -0.3
O 2.9792 -0.1227 2.5933 0.0 -0.3 -0.4
H 3.7929 0.1724 2.1700 -0.1 0.1 0.1
H 2.3641 0.6230 2.5063 0.3 0.1 0.2
O -2.1755 -0.6783 0.9357 0.1 -0.1 0.0
H -1.6943 0.1578 1.0081 -0.1 -0.3 -0.2
H -1.5927 -1.2614 0.3881 -0.3 0.4 0.5
O 2.2487 -2.5867 0.9469 0.1 -0.6 0.3
H 2.3096 -3.5326 0.7450 0.0 0.1 0.1
H 2.8413 -2.4513 1.7035 -0.2 0.4 -0.1
```
Forces are in eV/Å.

Summary:
2S+1: 1
SMILES: O.O.O.O.O.O.O.O.O.O.O.O
HOMO energy in Eh: -0.38045
Gap between HOMO and LUMO in eV: 10.188
LUMO level in eV: -0.2

Mulliken population analysis, charges in e, atoms 1 to 2: -0.619 0.274

---

2.
H24O14V as an isolated structure in a non-equilibrium geometry. Source: the OMol25 dataset; level of theory: ωB97M-V with the def2-TZVPD basis set.

XYZ file:
```
39
Properties=species:S:1:pos:R:3:forces:R:3
O 1.0389 0.4129 -0.0493 -1.6 2.1 0.8
V -0.4511 0.7419 0.4427 1.8 -5.3 -3.1
O -1.0531 -0.6511 -0.1423 -0.3 3.4 1.7
O 0.5809 2.3579 1.4067 0.6 1.5 1.2
H 0.4229 3.3149 1.5237 0.2 -0.6 0.2
H 1.3159 2.0959 2.0167 -0.7 0.4 -0.7
O 1.3639 1.4449 -2.9833 -1.3 -0.5 -1.4
H 1.2209 2.0879 -3.6873 0.1 -0.2 -0.2
H 1.7599 1.9569 -2.3143 1.2 0.7 1.5
O 2.5279 0.3589 2.6097 -0.7 0.8 -0.1
H 2.9319 -0.5011 2.6987 0.6 -0.4 -0.1
H 2.9059 0.7599 1.8117 0.3 -0.5 0.0
O -0.1211 -0.1821 2.3437 0.0 1.3 -0.3
H 0.8539 -0.2081 2.5107 0.0 0.2 0.0
H -0.4741 -1.0631 2.3857 -0.3 -0.9 -0.1
O 2.8049 -1.3131 -0.1873 1.7 -1.1 0.8
H 2.4019 -2.1501 -0.3963 -0.5 -0.6 -0.3
H 2.0949 -0.7031 -0.0763 -1.2 0.3 -0.1
O 4.0649 0.5809 -1.4043 -1.5 0.7 0.9
H 4.8319 0.1189 -1.6583 1.7 -0.6 -0.7
H 3.5659 -0.1391 -0.9483 0.4 0.4 -0.6
O -2.3571 -1.4421 -2.2113 -0.9 -1.4 -1.1
H -2.3431 -0.7351 -2.8263 0.0 0.8 -1.1
H -2.0551 -1.1071 -1.3913 0.6 0.7 1.2
O 0.3789 -2.6961 -1.0963 1.0 -0.7 1.2
H -0.5311 -2.8111 -0.7883 -0.1 -0.3 -0.1
H 0.3619 -2.2801 -1.9343 -0.2 0.6 -1.3
O -3.2731 -0.9251 1.4147 0.1 -0.3 1.3
H -3.6671 -1.0431 2.3067 0.0 0.2 -1.1
H -3.6411 -0.1501 0.9867 -0.4 0.0 0.2
O -2.1111 1.7079 1.4337 -0.5 1.3 -0.5
H -2.4251 2.6279 1.4067 0.2 -0.2 -0.4
H -2.2521 1.4849 2.3427 0.0 -0.8 1.1
O -2.1691 -3.1131 -0.1343 0.6 -1.5 1.2
H -2.1301 -2.2831 0.3247 -0.5 0.5 0.4
H -2.4411 -2.9241 -1.0113 -0.8 0.1 -1.3
O -1.1701 1.8919 -1.2993 0.5 1.7 1.4
H -1.0641 2.8699 -1.3923 0.0 -1.2 -0.1
H -1.6991 1.6079 -2.0353 -0.3 -0.5 -0.5
```
Forces are in eV/Å.

Summary:
2S+1: 1
Total charge: +1
HOMO energy in Eh: -0.46253
Gap between HOMO and LUMO in eV: 7.887
LUMO level in eV: -4.7

Mulliken population analysis, charges in e, atoms 1 to 2: -0.314 0.804